Record 1
{"formula": "C20H38BrF3N3O12", "method": "wB97M-V/def2-TZVPD", "spin_multiplicity": 1, "total_charge": 1, "lumo_ev": -4.2, "max_force_ev_per_a": 1.3, "homo_lumo_gap_ev": 7.81, "symbols": ["H", "O", "C", "H", "O", "H", "H", "O", "H", "H", "H", "H", "H", "F", "C", "O", "H", "H", "C", "N", "C", "H", "N", "C", "H", "C", "H", "C", "H", "C", "H", "H", "C", "H", "C", "H", "C", "C", "N", "O", "O", "H", "H", "H", "O", "H", "O", "O", "H", "H", "C", "H", "O", "H", "H", "C", "H", "H", "H", "C", "C", "H", "H", "H", "C", "H", "C", "H", "C", "Br", "O", "H", "O", "F", "F", "H", "C"], "xyz": [[3.81288, 0.72510, 1.12302], [2.04157, -3.93067, -5.27608], [3.75223, -2.13110, -0.32839], [4.35470, 2.53227, 3.30602], [1.63864, -3.51166, -7.45752], [-9.04083, 0.93233, 5.99372], [-4.14413, 0.98796, 1.97938], [-7.93915, 1.34566, 3.48557], [4.69265, 0.25771, -0.34808], [4.67699, -1.36592, -5.56577], [-10.52916, 1.89696, 6.06342], [4.32136, -2.93235, -4.81418], [3.38988, 6.00882, 4.38790], [6.73875, 3.08821, 3.95397], [-1.69317, 0.80978, 0.90190], [3.34405, -1.11254, 0.44385], [-0.98222, -3.04238, -7.37493], [-3.43090, 1.51100, 3.51134], [-3.25995, 0.93035, 2.61031], [3.79306, 5.54964, 2.38491], [3.89436, -5.19055, -0.38001], [4.00386, -6.11453, -0.94560], [3.94089, 3.43460, 3.11231], [2.25556, -3.33473, -6.29756], [-8.65181, -1.78979, 1.51215], [-0.98504, 1.09749, -2.05926], [-9.05226, 2.60836, 5.38483], [-9.09854, 1.07415, 3.31616], [-7.31734, -0.89301, 2.22570], [4.31807, -0.09350, 0.61142], [3.29469, 3.83105, 5.02718], [-0.56256, -3.73027, -5.80872], [4.63536, 4.43530, 2.61202], [0.93424, -5.39471, -6.93581], [0.59686, -4.50095, -7.45819], [3.43129, -5.41806, 0.58057], [2.91396, 5.47421, 3.57896], [-7.96006, -0.96337, 1.34895], [5.91348, 4.47206, 2.35974], [-2.12184, -0.24825, 0.53959], [-10.06812, 1.21703, 4.21399], [0.03942, -0.18713, -0.64842], [4.88735, -4.78804, -0.18277], [-0.48641, 0.70793, -2.94622], [-2.13413, 1.51592, 1.94312], [3.22848, -1.54745, -4.55420], [4.81349, -2.18497, -0.88646], [-9.63703, 0.58014, 2.20690], [-1.48692, -4.69198, -6.96792], [-1.94662, 0.59729, -1.95829], [6.78787, 3.35009, 2.64702], [2.07523, -4.63002, -1.37496], [2.77747, -3.01856, -0.37608], [0.45126, -4.76147, -8.50388], [6.28050, 5.32543, 1.96272], [-9.63147, 1.69428, 5.48819], [5.14464, -0.45233, 1.22536], [1.94171, 5.86812, 3.37106], [3.20655, 5.18703, 1.63387], [-8.71822, 0.32806, 1.13452], [-0.68637, -3.96022, -6.86619], [-1.17647, 2.16161, -2.20181], [3.51184, -3.92844, -2.09922], [-3.06006, -0.10203, 2.88475], [3.88491, -2.04543, -5.26694], [-8.04263, 1.17423, 1.01618], [-0.12726, 0.87314, -0.83324], [-9.33049, 0.26572, 0.23775], [2.92673, 3.97646, 4.02761], [1.21295, 3.12363, 3.86005], [-0.69651, 1.48981, 0.33392], [0.84553, 1.34583, -0.96151], [3.16595, -2.37482, -6.45551], [6.39385, 2.27682, 1.96600], [8.02174, 3.70349, 2.29523], [-7.33832, -1.19150, 0.48348], [3.04923, -4.20237, -1.15294]], "lowdin_charge": [0.07, 0.12, -0.62, 0.16, 0.04, 0.10, 0.10, 0.11, 0.10, 0.09, 0.09, 0.09, 0.13, 0.19, -0.62, 0.00, 0.08, 0.09, -0.03, 0.10, -0.06, 0.08, 0.12, -0.62, 0.08, -0.06, 0.09, -0.62, 0.07, -0.07, 0.10, 0.07, -0.32, 0.12, -0.21, 0.08, -0.15, -0.06, 0.28, 0.14, 0.01, 0.12, 0.08, 0.08, -0.01, 0.09, 0.13, 0.04, 0.08, 0.08, -0.62, 0.13, 0.05, 0.12, 0.20, -0.04, 0.10, 0.11, 0.15, -0.21, -0.06, 0.08, 0.12, 0.10, -0.04, 0.12, -0.21, 0.12, -0.66, 0.80, 0.02, 0.12, 0.01, 0.20, 0.21, 0.08, -0.19]}

***

Record 2
{"formula": "C20H38Cl8O6S2", "method": "wB97M-V/def2-TZVPD", "spin_multiplicity": 1, "total_charge": 0, "lumo_ev": 0.2, "max_force_ev_per_a": 1.5, "smiles": "O=S1(=O)CCCC1.O=S1(=O)CCCC1.O=C1CCCO1.ClCCCl.ClCCCl.ClCCCl.ClCCCl", "homo_lumo_gap_ev": 10.29, "symbols": ["Cl", "H", "H", "O", "C", "H", "H", "C", "Cl", "H", "H", "H", "H", "H", "H", "H", "C", "C", "H", "C", "O", "H", "O", "H", "Cl", "C", "H", "S", "H", "C", "H", "H", "C", "C", "H", "H", "Cl", "H", "H", "C", "H", "O", "C", "C", "C", "H", "C", "H", "C", "H", "C", "Cl", "H", "H", "C", "H", "Cl", "Cl", "H", "H", "H", "H", "H", "H", "O", "O", "S", "C", "H", "C", "Cl", "C", "H", "H"], "xyz": [[-1.55929, 6.37639, 2.25430], [3.13686, -3.82517, 1.39070], [-5.17762, 5.75015, 1.05148], [6.36297, -3.03415, -3.28200], [4.00090, -2.39210, -0.86230], [3.46660, -3.05624, -1.54083], [3.00547, -0.77527, -1.89025], [-3.60845, -1.18509, -0.81706], [0.27941, 3.79891, 0.90425], [0.56951, 5.68864, 3.06429], [4.06753, -0.15964, -0.67612], [-4.23852, 4.76362, -1.24196], [4.52505, -1.19986, -3.50470], [0.62459, 3.39950, -3.13722], [0.35720, -1.71882, 0.63239], [-1.21009, 0.20772, 0.61306], [1.81302, -4.87914, -0.03756], [-5.04848, 4.69712, 0.79366], [3.93055, -4.97498, 0.34906], [-4.68019, 3.94216, 2.08632], [-2.33661, 2.34500, -0.09129], [-0.16897, 1.12834, 1.55949], [1.27920, -5.94980, 1.95422], [-3.77901, -0.73284, 0.15707], [-2.18068, -2.23270, -0.54301], [-4.38716, 2.50314, 1.64898], [-1.04667, 1.72387, -3.76253], [6.31874, -2.10738, -2.18081], [-3.87073, 4.40959, 2.64394], [-0.42146, 0.08531, 1.35501], [5.93694, -2.38238, 0.11107], [-0.67915, 5.19318, 4.11699], [0.72997, -5.41466, 0.86446], [0.44734, 2.57937, -2.44247], [3.01294, -5.76148, 2.93898], [-5.67930, -1.28149, -1.15625], [-4.80707, -2.27561, -3.06081], [1.11032, -0.28782, -0.13531], [-3.33401, -0.41983, -1.53512], [-0.12745, 1.43770, -3.25327], [-1.54617, 3.55027, 2.39070], [-4.69568, 1.89284, -0.89426], [3.01437, -4.79988, 0.91725], [5.45812, -2.83084, -0.75975], [-0.50765, 3.87303, 2.46481], [-5.31072, 1.93362, 1.63956], [4.97927, -0.89528, -2.56243], [-5.05138, -2.86820, -0.78276], [0.74889, -0.71643, 0.79410], [-0.05695, 3.19159, 3.18952], [2.70010, -5.91669, 1.90621], [1.93777, 1.99558, -1.66756], [-3.57982, 1.99329, 2.17369], [1.46198, -3.94897, -0.48159], [-4.82346, -1.94230, -1.30060], [-3.04414, 4.92449, 0.02686], [2.09607, -0.93259, 1.94665], [-1.14519, -0.71658, 2.75287], [0.57189, 1.00973, -3.96355], [3.11642, -6.86305, 1.54230], [-6.01511, 4.36649, 0.40696], [2.01866, -5.54042, -0.88046], [-0.25521, 2.88505, -1.67244], [-5.57487, 3.98346, 2.70826], [-0.45417, -5.37607, 0.72309], [7.53028, -1.45265, -1.70480], [-3.74774, 2.62236, -0.06010], [-3.97598, 4.42326, -0.24329], [5.43946, 0.06623, -2.78981], [-0.43611, 5.27419, 3.05345], [-0.68494, 0.08826, -2.18179], [3.97301, -0.95377, -1.41452], [5.65225, -3.90100, -0.75502], [3.57258, -2.40221, 0.13964]], "lowdin_charge": [0.58, 0.09, 0.12, -0.33, -0.23, 0.12, 0.08, -0.66, 0.64, 0.07, 0.10, 0.11, 0.10, 0.08, 0.02, 0.00, -0.07, -0.23, 0.10, -0.21, -0.37, 0.03, 0.04, 0.06, 0.58, -0.20, 0.07, 0.69, 0.09, -0.71, 0.11, 0.08, -0.51, -0.64, 0.13, 0.07, 0.54, 0.00, 0.02, -0.59, 0.05, -0.33, -0.16, -0.22, -0.67, 0.11, -0.21, 0.07, -0.67, 0.09, -0.14, 0.58, 0.09, 0.11, -0.64, 0.08, 0.57, 0.56, 0.07, 0.13, 0.12, 0.14, 0.02, 0.11, 0.12, -0.34, 0.68, -0.21, 0.10, -0.67, 0.60, -0.23, 0.10, 0.04]}

***

Record 3
{"formula": "C20H38F7NO9P3", "method": "wB97M-V/def2-TZVPD", "spin_multiplicity": 1, "de_lowest_kcal_mol": 0.0, "total_charge": -1, "lumo_ev": 2.9, "max_force_ev_per_a": 1.5, "homo_lumo_gap_ev": 8.01, "symbols": ["H", "H", "H", "H", "O", "C", "F", "F", "C", "H", "H", "C", "O", "P", "H", "O", "H", "H", "H", "F", "C", "C", "H", "C", "H", "H", "C", "O", "C", "H", "O", "H", "H", "H", "C", "C", "H", "H", "H", "H", "H", "F", "H", "H", "C", "H", "H", "H", "O", "C", "F", "N", "O", "H", "C", "H", "C", "O", "P", "C", "H", "H", "O", "F", "C", "H", "F", "H", "C", "H", "C", "H", "H", "H", "P", "C", "C", "H"], "xyz": [[4.78364, -4.75360, -0.48719], [3.77439, -3.30529, -0.61777], [3.90835, -1.22831, 1.45755], [5.16180, -0.69562, 2.58534], [-0.54486, -0.85494, -3.37129], [3.89758, 0.94491, 0.17845], [1.73427, -1.86501, 0.29864], [0.70597, -3.99409, -0.64729], [0.81194, 2.21747, 2.22744], [5.83317, 1.02293, 1.15854], [4.13211, 0.53563, -1.88971], [-1.23963, -3.19620, -1.56819], [-1.15841, 3.43329, -1.47064], [0.44915, 0.38445, -0.56723], [0.71335, 1.13349, 2.21782], [-3.13675, -0.31482, 2.90813], [0.34755, -0.85504, -3.74320], [-0.14119, 2.62204, 2.58078], [1.88380, 0.31164, -2.62633], [-2.08606, -2.18217, -1.73860], [-1.15184, -0.03583, 0.36680], [-5.59996, 1.98206, 2.28339], [3.44789, -0.79925, -1.00757], [-6.32469, 2.24257, 0.96335], [-6.28284, -1.06256, 0.87040], [5.84314, -4.02959, 1.50247], [-5.24589, -1.31143, 1.12061], [-4.43805, -0.20072, 0.70427], [1.10118, 2.81041, 0.86059], [0.77887, 5.23472, -1.53550], [-4.18508, 1.90115, 2.11866], [4.04688, 2.01614, 0.00524], [-3.90184, -2.99660, 0.87106], [-5.58807, -3.31741, 0.39095], [-2.11139, 1.10604, 0.70789], [2.01970, 0.73807, -1.62598], [-7.16653, 2.92428, 1.12011], [2.07488, 1.81464, -1.78395], [-5.76626, 2.80647, 2.98125], [-0.94033, 2.28515, -3.67591], [-6.71465, 1.32752, 0.51452], [-0.74949, -3.54345, -2.75842], [-4.53830, -2.31852, -0.63275], [-1.73674, -0.74183, -0.22649], [4.96408, -0.93503, 1.53054], [-2.55769, 1.47655, -0.22054], [4.25723, -3.28394, 1.72589], [5.49666, -3.22294, -1.03252], [1.86293, 3.74444, 0.77367], [-4.79011, -2.56849, 0.40122], [1.52666, -1.93898, -1.89145], [0.33218, 2.31511, -0.19482], [5.78854, -2.02944, 1.14630], [1.60978, 2.51640, 2.90953], [0.84458, -1.63175, -0.74101], [-1.65516, 1.94032, 1.23595], [1.04534, 4.19804, -1.76749], [-0.24005, 1.63004, -3.51845], [-0.86298, 0.49432, -2.52256], [4.76895, -3.66836, -0.34813], [2.04395, 4.01021, -1.39198], [-5.96955, 1.07398, 2.77592], [-2.32203, 0.65267, -2.34301], [-0.63466, -2.86247, 0.65907], [-0.01397, 3.30884, -1.15307], [3.15430, 0.84868, 0.97593], [-1.93953, -4.24409, -1.08132], [1.21195, 0.32059, 0.61915], [-0.09156, -2.88521, -0.56739], [-0.81001, -0.54668, 1.27610], [3.39422, 0.28650, -1.11084], [1.00151, 4.06605, -2.85057], [-5.16307, -1.43224, 2.20445], [-5.63708, 2.70616, 0.25310], [-3.44393, 0.52688, 1.73229], [5.14747, -3.29297, 1.08388], [5.20601, 0.28839, 0.64243], [5.77430, -0.05440, -0.23052]], "lowdin_charge": [0.07, 0.05, 0.10, 0.12, -0.18, -0.21, 0.01, 0.11, -0.01, 0.10, 0.12, -0.54, 0.07, 0.79, 0.06, -0.27, 0.07, 0.08, 0.06, 0.14, -0.34, -0.27, 0.08, -0.07, 0.11, 0.11, -0.28, -0.21, -0.55, 0.09, -0.22, 0.11, 0.08, 0.07, -0.26, -0.27, 0.07, 0.06, 0.11, 0.07, 0.06, 0.17, 0.08, 0.05, -0.21, 0.08, 0.11, 0.08, 0.03, -0.07, 0.02, -0.06, -0.16, 0.08, -0.40, 0.07, -0.01, -0.20, 0.47, -0.06, 0.06, 0.11, -0.31, 0.13, -0.52, 0.09, 0.15, 0.01, -0.37, 0.08, -0.23, 0.08, 0.10, 0.09, 0.50, -0.27, -0.17, 0.11]}